DFT (ωB97M-V with the def2-TZVPD basis set) results for a molecular structure, C40H47N2O3P2PdSi2.

XYZ file:
```
97
Properties=species:S:1:pos:R:3:forces:R:3
Pd 0.386 -0.100 -0.001 -0.137 -0.029 0.055
C -0.809 -3.075 -1.954 0.028 0.000 0.007
Si -1.433 -3.014 -0.185 0.004 -0.036 -0.053
C -0.514 -4.284 0.834 0.010 0.006 0.022
C -3.244 -3.547 -0.243 -0.032 -0.010 0.017
N -1.244 -1.465 0.524 0.096 0.040 -0.028
P -2.148 -0.146 0.635 0.026 0.057 0.021
C -1.074 1.144 0.746 0.020 -0.079 -0.034
P -0.416 2.377 -0.188 -0.069 0.023 0.035
N 1.041 1.863 -0.609 0.144 -0.012 0.052
Si 2.645 2.448 -0.414 -0.078 0.030 -0.088
C 3.848 1.168 -1.034 0.019 -0.022 0.019
C 2.862 4.003 -1.466 0.022 0.006 -0.019
C 3.054 2.914 1.352 0.000 -0.021 0.052
C -1.344 2.833 -1.689 -0.021 -0.015 0.016
C -0.782 2.659 -2.947 0.011 -0.021 0.003
C -1.525 2.938 -4.088 -0.002 0.006 -0.016
C -2.833 3.383 -3.975 -0.009 0.000 0.006
C -3.404 3.551 -2.718 0.013 0.002 0.005
C -2.660 3.279 -1.582 -0.004 -0.003 -0.007
C -0.410 3.951 0.735 0.046 0.017 -0.030
C -0.239 5.173 0.089 -0.009 0.000 0.015
C -0.163 6.349 0.821 0.000 -0.009 0.000
C -0.266 6.310 2.206 0.011 -0.003 -0.002
C -0.441 5.095 2.855 -0.003 0.006 0.018
C -0.510 3.918 2.122 -0.031 -0.007 -0.019
C -3.338 -0.045 -0.751 -0.034 -0.024 0.012
C -4.710 0.116 -0.588 0.002 0.002 -0.015
C -5.547 0.210 -1.696 0.014 0.007 0.033
C -5.017 0.139 -2.974 0.004 0.001 -0.015
C -3.646 -0.023 -3.146 0.000 0.009 -0.019
C -2.814 -0.108 -2.044 0.000 -0.004 0.030
C -3.223 -0.182 2.102 -0.013 0.056 -0.008
C -3.706 1.023 2.607 0.003 -0.020 0.027
C -4.533 1.036 3.720 0.002 0.006 -0.006
C -4.869 -0.159 4.346 -0.007 0.005 -0.004
C -4.371 -1.359 3.862 -0.010 0.000 -0.003
C -3.550 -1.369 2.741 0.009 -0.019 -0.013
H -0.655 -4.112 -2.270 -0.001 0.005 0.000
H 0.140 -2.540 -2.031 -0.032 -0.003 -0.009
H -1.527 -2.616 -2.637 -0.011 0.004 -0.012
H -0.633 -5.288 0.415 -0.012 0.002 -0.004
H -0.895 -4.294 1.859 0.007 -0.005 0.006
H 0.554 -4.061 0.874 -0.025 -0.016 0.004
H -3.325 -4.481 -0.806 0.010 0.000 0.005
H -3.865 -2.802 -0.746 -0.011 -0.005 -0.002
H -3.666 -3.726 0.749 -0.005 0.001 -0.019
H 3.613 0.881 -2.061 -0.002 -0.010 0.000
H 3.780 0.272 -0.416 -0.005 0.008 -0.015
H 4.872 1.553 -1.004 0.000 0.001 0.001
H 2.570 3.813 -2.502 0.006 0.011 0.000
H 3.911 4.317 -1.464 -0.005 0.008 -0.008
H 2.266 4.838 -1.091 0.005 -0.019 0.003
H 2.881 2.050 1.997 -0.002 0.017 0.018
H 2.438 3.747 1.700 -0.006 -0.015 -0.004
H 4.104 3.210 1.444 0.002 -0.002 -0.006
H 0.236 2.290 -3.011 -0.008 -0.001 -0.003
H -1.081 2.801 -5.067 -0.001 -0.001 0.002
H -3.414 3.593 -4.865 0.000 -0.002 0.000
H -4.431 3.883 -2.627 0.000 0.002 0.000
H -3.106 3.401 -0.601 -0.004 0.001 0.001
H -0.168 5.204 -0.992 -0.008 0.007 -0.005
H -0.026 7.296 0.313 -0.003 0.001 0.001
H -0.207 7.228 2.779 -0.003 -0.001 0.002
H -0.520 5.064 3.935 0.005 0.001 0.000
H -0.641 2.955 2.603 0.007 0.000 0.007
H -5.135 0.157 0.407 -0.013 0.005 0.004
H -6.614 0.331 -1.556 0.001 -0.001 0.000
H -5.668 0.210 -3.837 0.003 0.000 -0.002
H -3.224 -0.070 -4.142 0.000 0.002 -0.002
H -1.744 -0.225 -2.173 0.012 0.007 -0.010
H -3.405 1.952 2.133 -0.005 -0.001 -0.002
H -4.903 1.977 4.108 -0.004 -0.003 0.001
H -5.509 -0.150 5.220 0.003 0.000 0.002
H -4.616 -2.289 4.360 0.000 0.000 0.001
H -3.138 -2.300 2.370 -0.002 0.014 0.009
C 3.066 -5.623 -3.008 0.010 0.014 0.010
O 3.382 -5.786 -1.643 -0.006 -0.006 -0.021
C 3.148 -4.717 -0.822 0.022 -0.040 0.070
C 3.419 -4.939 0.541 0.004 -0.025 -0.066
C 3.207 -3.906 1.416 0.035 0.057 0.073
C 2.738 -2.639 1.027 -0.048 -0.083 -0.190
C 2.625 -1.579 2.030 0.065 0.121 0.123
C 2.584 -1.974 3.501 0.007 -0.005 -0.030
O 2.590 -0.388 1.758 -0.004 -0.057 -0.021
C 2.401 -2.429 -0.353 0.025 -0.102 0.096
O 1.851 -1.385 -0.840 0.037 0.091 -0.089
C 2.667 -3.510 -1.256 -0.017 0.078 0.029
H 3.288 -6.573 -3.489 -0.001 -0.002 0.001
H 3.669 -4.834 -3.466 -0.003 -0.002 -0.001
H 2.008 -5.382 -3.145 -0.002 -0.004 -0.002
H 3.790 -5.902 0.864 -0.002 -0.002 -0.006
H 3.431 -4.079 2.461 -0.014 0.007 -0.009
H 1.830 -2.740 3.691 -0.013 -0.003 -0.013
H 2.359 -1.078 4.074 -0.014 -0.005 0.015
H 3.550 -2.368 3.825 -0.006 0.021 0.002
H 2.423 -3.321 -2.291 0.004 -0.011 -0.001
```
Forces are in eV/Å.

* highest occupied orbital energy: -4.2882 eV
* E_LUMO: 2.55 eV
* gap between HOMO and LUMO: 6.8 eV
* total charge: -1
* E_tot: -89184.195 eV
* energy relative to the best compared isomer or geometry (same formula, charge and spin): 0.00 kJ/mol

---

DFT (ωB97M-V with the def2-TZVPD basis set) results for 2 unconnected molecules or ions with the total composition C4H9NO at a distorted geometry.

XYZ file:
```
15
Properties=species:S:1:pos:R:3:forces:R:3
H 1.264 -0.509 1.142 -0.566 -0.265 0.076
N 0.447 -0.897 1.634 1.039 0.157 0.801
C -0.524 -1.116 0.881 -0.410 0.579 -1.482
C -1.844 -1.598 1.373 0.055 -0.182 0.160
H -0.473 -0.868 -0.214 -0.072 -0.456 0.723
H -1.874 -1.549 2.458 -0.010 -0.034 0.062
H -2.647 -0.996 0.955 -0.101 0.040 -0.050
H -2.003 -2.630 1.061 -0.089 -0.081 -0.052
C 0.464 1.054 -1.402 1.453 0.021 0.059
C 1.670 1.879 -1.281 0.056 0.500 -0.760
O 1.664 0.690 -0.552 -1.888 -0.086 -0.489
H -0.458 1.429 -0.970 0.262 -0.399 0.582
H 0.346 0.409 -2.273 0.138 0.116 0.264
H 1.606 2.788 -0.690 0.068 0.023 -0.018
H 2.360 1.911 -2.121 0.065 0.065 0.124
```
Forces are in eV/Å.

* highest occupied orbital energy: -9.3515 eV
* E_LUMO: 0.95 eV
* gap between HOMO and LUMO: 10.3 eV
* E_tot: -7829.208 eV
* energy relative to the best compared isomer or geometry (same formula, charge and spin): 300.27 kJ/mol
* SMILES: [H]/N=C/C.C1CO1